Record 1
ORCA calculation (ωB97M-V/def2-TZVPD) on 11 unconnected molecules or ions with the total composition H22O11.

XYZ file:
```
33
Properties=species:S:1:pos:R:3:forces:R:3
O -0.25874 6.94911 -0.22701 0.0 0.2 0.1
H -0.06816 6.86542 -1.16130 0.0 0.0 -0.3
H -0.23101 6.05173 0.10490 0.0 -0.3 0.1
O -1.23948 -5.69501 2.53339 0.1 0.2 -0.1
H -1.83116 -6.28756 2.06966 -0.2 -0.1 -0.2
H -0.95542 -6.19159 3.30083 0.1 -0.1 0.2
O 1.25818 3.74840 -3.74002 -0.3 0.0 0.1
H 2.07776 3.49025 -3.31826 0.2 -0.1 0.1
H 1.53104 4.19645 -4.54066 0.0 0.1 -0.2
O 0.10552 3.18779 2.66460 0.1 0.0 -0.3
H 0.36568 3.80027 3.35265 0.1 0.2 0.2
H -0.55661 2.63210 3.07575 -0.2 -0.2 0.1
O -3.35237 3.33004 -2.89173 -0.2 0.2 0.0
H -3.45057 2.40721 -2.65727 -0.1 -0.3 0.0
H -2.40720 3.45785 -2.97257 0.3 0.1 -0.1
O 2.59771 -1.29477 -4.40230 0.1 0.1 -0.2
H 2.76461 -2.16794 -4.04741 0.1 -0.2 0.1
H 1.89250 -0.94511 -3.85765 -0.2 0.1 0.1
O 2.57911 -7.12236 -0.33706 0.0 0.0 -0.2
H 2.93350 -7.84902 0.17539 0.1 -0.2 0.1
H 1.98851 -6.66967 0.26502 -0.2 0.2 0.1
O -4.14556 -1.71452 -2.13759 -0.1 0.2 0.0
H -3.29907 -1.91436 -1.73790 0.3 0.0 0.1
H -4.57240 -2.56584 -2.23398 -0.1 -0.2 -0.1
O -2.47462 -0.92425 3.60176 0.1 0.2 -0.1
H -3.26686 -1.43040 3.42185 -0.2 -0.1 -0.1
H -2.01079 -1.43282 4.26694 0.1 -0.1 0.2
O 4.69651 1.68357 3.99960 0.1 -0.1 0.2
H 4.22470 1.14968 3.36039 -0.1 -0.2 -0.1
H 4.75173 2.54934 3.59509 0.0 0.2 -0.1
O 0.15169 -0.56650 -0.20653 0.0 -0.1 -0.3
H 0.14872 -1.07054 0.60721 0.0 -0.2 0.2
H 0.05241 0.34318 0.07428 0.0 0.3 0.1
```
Forces are in eV/Å.

Results
- SMILES string = O.O.O.O.O.O.O.O.O.O.O
- Kohn-Sham gap (eV) = 11.224
- highest occupied orbital energy (hartree) = -0.411
- maximum force (eV Å⁻¹) = 0.31

=====

Record 2
ORCA calculation (ωB97M-V/def2-TZVPD) on 11 unconnected molecules or ions with the total composition H22O11.

XYZ file:
```
33
Properties=species:S:1:pos:R:3:forces:R:3
O -1.71888 1.71812 2.26624 0.0 0.9 1.9
H -2.55588 2.17012 2.46224 0.4 -0.3 -0.2
H -1.79688 1.38312 1.39924 -0.5 -0.8 -1.7
O -2.78888 1.59812 -0.40776 0.5 -0.5 -2.7
H -2.58888 1.14512 -1.30776 -0.5 1.0 2.3
H -2.86488 2.53912 -0.65876 0.0 -0.6 0.3
O -2.66988 -1.64688 0.26924 -0.2 -6.7 2.2
H -1.87188 -1.28588 0.44224 4.0 2.1 0.7
H -3.19888 -1.07788 -0.11276 -4.0 4.6 -2.9
O -0.11588 -0.39288 0.03224 -2.1 0.5 2.1
H -0.03388 0.27912 -0.59876 0.4 1.5 -1.4
H 0.45912 -1.08988 -0.15476 1.5 -1.4 -0.5
O 0.05712 -1.42288 2.98324 1.4 -5.1 -0.5
H 0.56112 -1.06088 2.29424 1.7 -0.1 -2.2
H -0.26088 -0.63588 3.19924 -3.2 5.3 2.6
O 1.58412 -2.45488 -0.08576 0.8 -0.4 0.8
H 2.30512 -2.97588 0.34624 -1.1 0.1 -0.9
H 1.39312 -2.75788 -0.98176 0.8 -0.3 0.0
O -0.50988 -4.16888 0.25524 -4.8 -6.6 2.8
H -0.82388 -3.84288 1.09624 -0.4 0.0 0.4
H -0.03188 -3.53488 -0.04376 4.7 6.3 -2.9
O 1.36512 2.19612 -1.27376 -0.8 3.3 -1.8
H 1.58612 3.07712 -1.77576 -0.4 -2.7 1.4
H 2.13712 1.65612 -1.26076 1.4 -0.8 0.1
O 0.89812 2.75012 1.37124 -1.8 -0.2 -2.4
H 1.17512 2.76312 0.36924 -1.1 -0.3 2.9
H -0.12088 2.54912 1.37524 2.9 0.6 0.2
O 0.21612 1.11112 -3.69876 1.4 -4.7 -2.7
H 0.55712 1.22012 -2.87176 1.9 0.1 3.7
H -0.26988 1.84012 -3.77776 -3.3 4.6 -1.1
O 3.12112 -0.37188 -0.68476 0.8 -1.1 2.0
H 2.71712 -1.06288 -0.00276 1.4 2.3 -2.2
H 4.08912 -0.21288 -0.46376 -2.0 -0.5 -0.2
```
Forces are in eV/Å.

Results
- SMILES string = O.O.O.O.O.O.O.O.O.O.O
- Kohn-Sham gap (eV) = 9.878
- highest occupied orbital energy (hartree) = -0.375
- maximum force (eV Å⁻¹) = 8.65

=====

Record 3
ORCA calculation (ωB97M-V/def2-TZVPD) on a molecular structure, H22O19P2Pd3.

XYZ file:
```
46
Properties=species:S:1:pos:R:3:forces:R:3
Pd 1.76582 0.44036 2.16244 0.3 -0.2 -1.4
Pd 2.04961 2.97016 -0.43593 -0.4 0.0 0.1
Pd -1.60556 -0.38930 0.63557 1.8 0.0 0.2
P 0.46491 2.90738 2.44780 0.7 -1.2 -1.0
O 0.13124 1.48324 3.03381 -0.1 1.1 0.3
O 0.57823 4.03827 3.45392 0.4 0.3 0.9
O -0.63181 3.58564 1.65473 -0.4 -0.4 -0.4
O 1.78271 2.56112 1.63010 -0.8 0.5 0.8
P 0.61659 0.06329 -1.12736 0.1 0.4 2.1
O 0.73150 -0.34583 0.45569 -1.2 0.5 0.0
O 0.42580 1.59574 -1.23521 1.0 -0.1 0.2
O -0.78418 -0.51832 -1.44204 -0.5 -0.8 -0.3
O 1.85815 -0.57036 -1.72507 -0.5 1.0 0.0
O 0.16038 1.55971 -3.95169 -0.2 0.6 -0.6
H -0.34426 2.25606 -3.51087 0.2 -0.1 -0.1
H -0.06779 0.80773 -3.40682 0.0 -0.4 0.1
O -3.88917 -0.63605 0.85659 0.5 -0.6 0.9
H -4.18028 -1.31101 0.22538 0.1 -0.2 -0.4
H -4.12101 0.18562 0.45515 -0.4 1.2 -0.4
O 2.76914 3.58231 -2.47121 0.0 -0.1 0.5
H 2.06365 3.13831 -2.95033 -0.4 -0.3 -0.5
H 3.46294 2.91702 -2.40547 0.3 -0.1 -0.3
O -1.88483 -0.10736 3.11016 0.6 1.4 0.7
H -1.18257 0.65075 3.34504 -1.5 -1.0 -0.8
H -2.73254 0.08252 3.57388 1.0 -0.1 -0.5
O 0.38366 -3.54403 -0.63204 1.3 0.1 -0.4
H 1.25082 -3.21905 -0.99707 -0.9 -0.2 0.3
H -0.17660 -3.56787 -1.41336 -0.1 0.1 0.0
O -0.82058 -2.42422 1.46093 -0.1 -1.4 -0.7
H -0.23046 -2.94283 0.80848 -0.5 1.0 0.0
H -1.54272 -3.06349 1.59918 0.2 0.4 0.3
O 2.70172 -2.72578 -2.83772 0.6 -2.5 1.7
H 2.71037 -3.03649 -3.71784 -0.1 0.2 -1.4
H 2.52312 -1.81888 -2.68685 -0.7 1.9 -0.2
O 3.51476 -0.16318 0.65552 -0.1 -1.0 -1.2
H 3.00648 -0.27604 -0.25811 1.1 -0.3 1.8
H 4.16567 -0.91257 0.77979 -1.3 1.2 -0.5
O -3.76836 -2.05303 -1.36545 -1.1 -0.4 -0.2
H -4.44531 -1.86548 -2.02372 -0.4 -0.4 0.0
H -3.05958 -1.54004 -1.72208 1.6 0.6 -0.2
O -1.97477 1.72132 0.14325 -0.5 0.5 -0.1
H -1.37865 2.11832 -0.53579 0.2 -0.8 0.3
H -1.86859 2.33053 0.89783 0.2 0.1 0.1
O 0.92926 -1.28543 3.28557 -2.0 0.6 0.2
H 0.09395 -0.73063 3.53477 1.9 -1.7 -0.4
H 0.54915 -1.94811 2.64648 0.2 0.8 0.6
```
Forces are in eV/Å.

Results
- 2S+1 = 7
- Kohn-Sham gap (spin up / spin down) (eV) = 8.351 / 6.670
- highest occupied orbital energy (spin up / spin down) (hartree) = -0.318 / -0.320
- maximum force (eV Å⁻¹) = 3.10
- <S²> = 12.021

=====

Record 4
ORCA calculation (ωB97M-V/def2-TZVPD) on a molecular structure, H22O19PbS2Zn2.

XYZ file:
```
46
Properties=species:S:1:pos:R:3:forces:R:3
Zn 2.08556 0.02237 2.39042 0.6 -0.3 -0.9
Zn 2.07301 0.58980 -2.26667 0.8 -0.7 0.1
Pb -1.15411 3.76049 0.93460 -0.4 -3.1 -0.1
S 3.77758 0.21902 0.42134 6.8 -2.3 -1.5
O 5.15021 0.64143 0.57179 -1.4 -0.2 -0.8
O 3.35606 -0.05466 -0.95694 0.3 -0.3 -1.3
O 3.47640 -0.92039 1.28733 -0.7 -3.2 2.0
O 2.84903 1.13126 0.96818 -4.4 7.1 1.9
S -0.15281 0.17785 0.06066 -1.2 -3.0 -0.6
O -0.56101 1.59262 0.14777 -0.4 4.1 0.7
O 0.58311 0.01985 -1.16028 0.0 -0.1 -0.7
O 0.59436 -0.28751 1.21805 -0.2 0.3 0.9
O -1.35894 -0.64722 0.00405 0.5 1.4 0.0
O 1.20702 1.77481 3.28044 0.0 -0.6 0.4
H 0.87418 2.64534 3.06218 0.4 0.0 -0.2
H 1.33793 1.79864 4.22834 0.1 0.1 0.7
O -3.63514 -1.03748 1.35571 -0.6 0.5 0.1
H -3.01817 -1.11699 2.08321 0.0 -0.6 0.4
H -3.08266 -1.00856 0.57458 -0.3 -0.1 0.0
O -3.52871 0.98468 -0.79279 0.1 0.4 -0.3
H -2.60331 0.82564 -0.60690 0.2 -0.3 0.1
H -3.67680 1.88935 -0.51735 -0.6 0.2 0.0
O 0.68817 1.50251 -3.49737 0.0 0.3 -0.2
H -0.22877 1.23959 -3.57687 -0.4 -0.5 0.1
H 0.74308 2.32951 -3.97622 0.4 0.3 -0.4
O 2.09646 2.36987 -1.17971 -0.3 1.1 -0.9
H 1.55165 3.14175 -1.02603 0.0 0.1 -0.6
H 2.49073 2.18101 -0.32817 0.7 -0.6 1.2
O -2.53150 -1.87427 -2.16916 0.3 0.0 -0.4
H -3.32854 -2.21123 -1.76000 -0.4 -0.2 0.0
H -2.24722 -1.16497 -1.59270 0.0 -0.1 0.1
O -1.84091 1.78251 2.45878 0.4 2.1 0.0
H -1.65709 1.79691 3.39805 -0.2 -0.1 0.6
H -1.97763 0.85727 2.25514 -0.4 -0.9 -0.6
O -0.68452 -3.13120 0.79467 -0.2 -0.4 0.6
H 0.20973 -3.13669 1.13602 0.4 -0.3 -0.1
H -0.84616 -2.21744 0.55985 -0.2 -0.1 -0.4
O -1.43566 -1.31851 3.07933 0.2 1.0 0.5
H -1.06816 -1.30452 2.19560 0.2 -0.4 -0.2
H -1.27447 -2.20866 3.39221 -0.2 -0.5 0.1
O 2.06790 -1.07199 -3.50524 -0.2 0.9 0.0
H 1.25826 -1.07949 -4.01579 -0.4 -0.3 -0.2
H 2.63996 -1.69503 -3.95334 0.6 -0.3 0.2
O 0.57539 -2.77645 -1.80331 0.5 0.0 -0.3
H 0.43381 -1.83488 -1.70517 -0.1 -0.1 0.0
H -0.22730 -3.17604 -1.46828 -0.4 -0.3 0.1
```
Forces are in eV/Å.

Results
- Kohn-Sham gap (eV) = 3.920
- net charge = +2
- highest occupied orbital energy (hartree) = -0.550
- maximum force (eV Å⁻¹) = 8.56

=====

Number 1: E -840.781951 hartree. Number 2: E -840.723853 hartree. Number 3: E -2509.264684 hartree. Number 4: E -5990.068242 hartree.